Below is one molecule with the formula C2H5N3S3 in a non-equilibrium geometry, with properties calculated with ωB97M-V/def2-TZVPD.

Output
2S+1: 1
SMILES: NN/C(=N/S)SC=S

XYZ file:
```
13
Properties=species:S:1:pos:R:3:forces:R:3
C -0.163 0.187 -0.316 -1.25 -3.48 -1.46
C 0.542 0.898 2.177 0.62 -0.65 2.62
H 1.454 -1.467 -2.162 -2.65 2.07 -1.19
H -0.370 -1.463 -2.277 3.61 2.99 -0.53
H 1.034 1.123 -1.844 -1.46 -2.70 2.21
H 1.087 -0.047 2.037 -0.36 0.29 -0.33
H -2.447 0.377 0.981 0.77 -3.48 0.92
N 0.626 -0.723 -2.468 -1.25 -5.90 2.00
N 0.626 0.172 -1.390 3.36 5.07 -3.14
N -0.945 -0.862 -0.296 0.80 0.46 1.03
S -0.098 1.570 0.707 -0.22 1.58 1.08
S 0.530 1.409 3.781 -0.28 -0.16 -2.87
S -1.876 -1.174 1.070 -1.68 3.91 -0.35
```
Forces are in eV/Å.

Below is a 2-piece molecular cluster, C2H5N4O overall in a non-equilibrium geometry, with properties calculated with ωB97M-V/def2-TZVPD.

Output
Total charge: +1
2S+1: 1

XYZ file:
```
12
Properties=species:S:1:pos:R:3:forces:R:3
C 0.476 -0.616 1.125 -1.77 1.01 0.12
C -0.222 0.659 -1.345 -4.30 0.78 0.09
N 0.930 -1.416 0.363 1.77 -2.50 -1.05
N 0.564 -0.208 -1.840 1.72 -0.24 -2.26
N -0.324 0.314 1.300 0.02 0.57 2.95
N -1.199 1.134 -0.889 3.81 -1.22 -2.97
O -0.409 1.353 2.298 0.34 -1.64 -0.15
H 1.016 -2.374 -0.020 -0.34 0.77 1.75
H 0.835 -0.875 -1.066 0.45 0.44 -0.54
H 0.966 -0.299 -2.828 -0.94 0.78 2.02
H -1.850 1.391 -0.222 -1.16 1.00 1.22
H -0.784 0.938 3.124 0.41 0.26 -1.18
```
Forces are in eV/Å.

Below is one molecule with the formula C2H5N5 in a non-equilibrium geometry, with properties calculated with ωB97M-V/def2-TZVPD.

Output
2S+1: 1
SMILES: NNc1c[nH]nn1

XYZ file:
```
12
Properties=species:S:1:pos:R:3:forces:R:3
C -0.073 -0.495 -0.053 -2.68 -1.59 1.21
C -0.695 0.657 0.103 -2.47 7.50 -1.18
H 2.223 0.589 -0.814 0.53 2.56 -1.01
H 2.476 0.397 1.064 -0.41 0.05 -4.18
H 1.583 -1.682 0.170 -0.71 -1.59 0.07
H -0.592 1.838 0.074 0.92 -2.87 0.09
H -2.881 1.186 -0.551 3.22 -2.81 2.99
N 2.338 0.047 -0.022 -0.22 -0.59 4.92
N 1.233 -0.794 -0.051 1.00 -1.63 -0.32
N -2.074 0.411 0.028 -0.93 10.11 -1.91
N -2.375 -0.740 0.080 2.11 -8.30 -1.52
N -1.163 -1.414 -0.027 -0.37 -0.83 0.82
```
Forces are in eV/Å.

Number 1: lowest unoccupied orbital energy -1.0 eV, HOMO-LUMO gap 7.410 eV. Number 2: lowest unoccupied orbital energy -4.6 eV, HOMO-LUMO gap 9.748 eV. Number 3: lowest unoccupied orbital energy 0.5 eV, HOMO-LUMO gap 8.999 eV.